Record 1
This record from the Open Molecules 2025 dataset describes 16 unconnected molecules or ions with the total composition C23H57ClN17O30 in a non-equilibrium geometry. The level of theory is the ωB97M-V functional and the def2-TZVPD basis.

## Properties
**Gap between HOMO and LUMO**: 6.405 eV

ORCA input file:
```
! RIJCOSX wB97M-V def2-TZVPD def2/J DEFGRID3
* xyz 1 1
C -1.31963 2.40755 -1.58457
C -1.42018 0.95131 -0.80779
C -1.82540 1.05713 0.77790
Cl -2.20845 -0.67775 1.34730
C -0.66110 1.75571 1.73024
C 0.77735 2.19748 1.08236
C 1.75999 2.92108 2.22672
N 1.18684 3.01638 3.61025
N 0.01958 2.61985 4.17184
C -0.99514 1.97655 3.30732
C -2.43053 1.50368 4.02406
H -1.75388 2.36412 -2.68157
H -0.18603 2.72323 -1.70011
H -1.83921 3.24460 -0.94836
H -2.32140 0.37634 -1.33942
H -0.46783 0.26079 -1.00856
H -2.79565 1.72270 0.84309
H 1.09156 2.05978 -0.04358
H 2.83854 3.34906 1.95637
H 1.84887 3.50227 4.29354
H -2.35943 1.77518 5.18430
H -2.51996 0.33091 3.98309
H -3.35973 2.07787 3.60157
C -2.42158 -3.94134 2.03433
N -2.95477 -5.28918 1.69836
O -2.32276 -5.95823 0.87259
O -3.99269 -5.63745 2.27320
H -1.51026 -3.76823 1.45809
H -3.18821 -3.20913 1.77286
H -2.20884 -3.92866 3.10532
C 2.05025 1.42358 6.30145
N 2.85962 0.48851 7.12874
O 2.74754 -0.71970 6.89081
O 3.58464 0.99391 7.99357
H 1.46334 0.84432 5.58554
H 1.39616 1.97908 6.97659
H 2.74343 2.08913 5.78282
C -0.35499 6.37160 -4.23530
N -0.91567 5.11075 -3.67877
O -0.11650 4.30167 -3.19332
O -2.14226 4.96894 -3.74495
H 0.72980 6.36136 -4.11012
H -0.62079 6.41154 -5.29359
H -0.79910 7.20201 -3.68247
C -1.57953 8.16510 -8.84560
N -0.57250 7.62044 -7.89530
O 0.50218 8.22478 -7.80151
O -0.88939 6.60163 -7.27032
H -1.16862 9.05723 -9.32287
H -1.78513 7.39076 -9.58747
H -2.47461 8.41268 -8.27117
C -3.19516 -8.91202 -0.05631
N -3.72835 -10.25986 -0.39228
O -3.09634 -10.92891 -1.21805
O -4.76628 -10.60813 0.18255
H -2.28384 -8.73890 -0.63256
H -3.96179 -8.17981 -0.31778
H -2.98242 -8.89934 1.01467
C -4.70862 -2.26589 -3.17297
N -3.71968 -1.18094 -2.93063
O -4.10798 -0.01684 -3.08239
O -2.58154 -1.52863 -2.59484
H -5.66204 -1.81727 -3.45978
H -4.31955 -2.89262 -3.97799
H -4.81219 -2.83088 -2.24426
C -7.33207 -12.14315 0.65574
N -8.52983 -12.14328 -0.22699
O -8.56763 -11.29936 -1.12993
O -9.39821 -12.99067 0.01150
H -6.65490 -11.34985 0.33225
H -7.67527 -11.96479 1.67683
H -6.85374 -13.12035 0.56233
C 2.49301 -4.35083 1.29984
N 1.52943 -3.40080 0.68113
O 0.32858 -3.57963 0.91549
O 2.00586 -2.50233 -0.02227
H 1.93763 -5.08419 1.88829
H 3.03951 -4.83957 0.49071
H 3.16295 -3.77149 1.93857
C -1.07772 3.11543 -7.44535
N -0.79657 3.30786 -8.89371
O 0.24941 2.81965 -9.33703
O -1.63394 3.94354 -9.54465
H -0.26187 2.54202 -7.00024
H -1.14759 4.10489 -6.98894
H -2.02120 2.57197 -7.36214
C 5.78306 1.95138 3.60386
N 5.28644 3.33465 3.83576
O 4.20615 3.45691 4.42481
O 5.99521 4.25863 3.41994
H 5.06317 1.24323 4.01956
H 5.88138 1.81307 2.52523
H 6.74843 1.85932 4.10587
C 3.92359 7.27539 -2.91438
N 2.96001 8.22542 -3.53309
O 1.75916 8.04659 -3.29873
O 3.43644 9.12389 -4.23649
H 3.36822 6.54203 -2.32594
H 4.47009 6.78665 -3.72352
H 4.59354 7.85472 -2.27565
C 3.25123 -4.71953 5.82769
N 3.62269 -4.55138 4.39675
O 3.80245 -3.39745 3.99044
O 3.72336 -5.58260 3.72187
H 3.19921 -3.73497 6.29723
H 2.27825 -5.21401 5.85964
H 4.02342 -5.33115 6.29894
C -1.09736 -2.60727 6.50268
N -0.16707 -3.46917 5.72454
O -0.05286 -4.64697 6.08331
O 0.42218 -2.93899 4.77548
H -1.54357 -3.20147 7.30290
H -0.51430 -1.78119 6.91482
H -1.86574 -2.24720 5.81539
C 0.31809 -3.54938 -2.68639
N 1.24838 -4.41129 -3.46453
O 1.36259 -5.58908 -3.10576
O 1.83763 -3.88110 -4.41358
H -0.12812 -4.14358 -1.88617
H 0.90115 -2.72330 -2.27425
H -0.45030 -3.18931 -3.37368
C 7.15992 9.16640 0.84710
N 5.93793 8.86684 0.05285
O 5.09826 8.11850 0.56657
O 5.85617 9.39148 -1.06388
H 7.09778 8.64129 1.80257
H 8.02038 8.81933 0.27145
H 7.19540 10.24671 1.00243
*
```



Record 2
This record from the Open Molecules 2025 dataset describes 10 unconnected molecules or ions with the total composition C23H60Br2ClFN2O16P in a non-equilibrium geometry. The level of theory is the ωB97M-V functional and the def2-TZVPD basis.

## Properties
**Gap between HOMO and LUMO**: 6.031 eV

ORCA input file:
```
! RIJCOSX wB97M-V def2-TZVPD def2/J DEFGRID3
* xyz -1 1
C 9.46622 -1.24242 1.23906
C 8.24038 -0.15413 0.90866
Br 8.61863 1.75710 1.32884
C 6.95091 -0.61721 0.34203
Br 6.79750 -2.63322 0.06444
C 5.66951 0.38720 -0.06596
C 5.14579 1.01802 1.31351
P 4.61693 2.82181 1.39029
O 5.90241 3.70271 1.80468
O 3.49486 3.01553 2.75055
O 3.93431 3.52220 -0.03924
O 4.73563 -0.57340 -0.74271
C 3.39754 -0.03112 -0.92143
C 2.40119 -0.94487 0.06722
C 1.45321 -0.01507 1.04917
C 1.57223 -0.67528 2.58160
F 1.36343 -2.17174 2.55837
C 2.75739 -0.27961 -2.44822
Cl 3.47445 0.82271 -3.74898
N 1.25513 -0.11647 -2.50043
C 0.79804 1.29932 -2.24106
C -0.86906 1.22627 -2.12320
O -1.39292 -0.13700 -2.43663
C -1.40691 1.83058 -0.69502
N -2.20898 0.84687 0.12902
C 6.23767 1.35256 -1.23656
O 6.45340 0.74922 -2.44155
O 6.63585 2.76132 -1.18401
H 9.32541 -1.75570 2.29098
H 10.46340 -0.59248 1.32627
H 9.65447 -1.99620 0.35867
H 4.22343 0.36613 1.70430
H 5.96845 0.85448 2.16477
H 2.67877 2.45355 2.60138
H 4.32786 4.44449 -0.21210
H 3.25896 1.11001 -0.72340
H 3.12215 -1.54510 0.80596
H 1.81188 -1.77180 -0.52645
H 1.79099 1.10223 1.12968
H 0.30893 -0.13689 0.76008
H 0.76271 -0.26126 3.31977
H 2.65100 -0.52263 3.05061
H 2.99162 -1.42652 -2.68096
H 0.98761 -0.34483 -3.49758
H 1.23630 1.80138 -1.27971
H 0.99636 2.05266 -3.13184
H -1.32958 1.92856 -2.97174
H -2.36245 0.02389 -2.71915
H -2.14549 2.73718 -0.93476
H -0.53401 2.29111 -0.06608
H -1.78128 -0.10762 0.14430
H -2.10725 1.19317 1.12735
C 1.68414 5.91592 0.27115
O 0.96818 5.30600 1.32926
H 1.01832 6.59940 -0.26082
H 2.52934 6.47676 0.67764
H 2.04112 5.14750 -0.41902
H 1.58422 4.70568 1.78263
C -4.33410 -2.34970 -0.89767
O -5.01133 -1.25049 -0.31691
H -5.07053 -3.04248 -1.31140
H -3.68097 -1.99457 -1.69856
H -3.74507 -2.86152 -0.13261
H -4.33268 -0.65344 0.04144
C 1.77609 -4.14128 -2.78617
O 2.40474 -3.25616 -3.69477
H 1.59768 -3.61653 -1.84476
H 0.82184 -4.47427 -3.20169
H 2.42621 -5.00065 -2.60430
H 2.55025 -3.74933 -4.52003
C -6.03324 -3.47469 2.59834
O -7.03382 -2.65991 2.01598
H -6.47404 -4.04835 3.41691
H -5.63822 -4.16188 1.84611
H -5.23044 -2.84442 2.98890
H -6.61344 -2.16326 1.29345
C -5.62118 2.11105 -0.80721
O -4.51328 2.29599 -1.66891
H -5.37280 2.50587 0.18065
H -6.48644 2.64732 -1.20452
H -5.84614 1.04480 -0.72509
H -4.76312 1.93640 -2.53708
C 10.34348 -4.86134 3.51901
O 9.56265 -3.99098 2.72091
H 10.47546 -4.41474 4.50723
H 9.83151 -5.82136 3.62085
H 11.32143 -5.00545 3.05308
H 9.46252 -4.41348 1.85091
C -7.35948 3.77644 2.19111
O -7.45370 2.98437 1.02153
H -6.30599 3.97259 2.40352
H -7.87971 4.72436 2.03317
H -7.80488 3.23991 3.03254
H -8.39919 2.82679 0.85830
C -7.41129 -2.14719 -3.59279
O -7.83503 -1.48577 -2.41501
H -8.07446 -1.86853 -4.41498
H -6.38910 -1.84516 -3.83367
H -7.45695 -3.22846 -3.44111
H -7.22833 -1.75221 -1.70341
C -9.95257 -0.27813 0.99495
O -9.32392 0.60698 0.08635
H -10.13098 0.24662 1.93636
H -10.90682 -0.61112 0.57944
H -9.30245 -1.13750 1.17682
H -9.17841 0.11382 -0.73891
*
```



Record 3
This record from the Open Molecules 2025 dataset describes a molecular structure, C23H60CoN2O15P3 in a non-equilibrium geometry. The level of theory is the ωB97M-V functional and the def2-TZVPD basis.

## Properties
**Gap between HOMO and LUMO (alpha / beta)**: 6.918 / 6.998 eV

ORCA input file:
```
! RIJCOSX wB97M-V def2-TZVPD def2/J DEFGRID3
* xyz 1 4
Co 0.63318 0.02562 -14.91046
C 2.33225 2.40328 -13.22744
C 0.82802 2.55284 -13.12682
O 0.15220 1.46786 -13.69418
H 2.85978 2.89595 -12.40338
H 2.69598 2.76451 -14.18707
H 2.62659 1.37353 -13.00343
H 0.57224 3.49181 -13.64183
H 0.55695 2.94847 -12.14065
C 7.60203 3.11763 -7.76592
C 7.16046 3.78779 -9.08562
C 5.63730 3.61506 -9.26466
C 5.26346 4.04084 -10.68836
C 5.64202 5.46428 -11.05246
C 4.85675 6.02363 -12.24273
H 7.58393 2.02591 -7.78128
H 6.92800 3.43906 -6.97093
H 8.64238 3.35054 -7.53436
H 7.39073 4.85154 -9.06182
H 7.66245 3.27092 -9.90554
H 5.08819 4.23058 -8.54911
H 5.42188 2.58966 -8.95378
H 5.60190 3.33384 -11.45009
H 4.16470 3.98774 -10.68074
H 5.48728 6.13742 -10.20716
H 6.71746 5.35457 -11.21806
H 5.04858 5.59516 -13.23033
H 3.81454 5.69744 -12.14688
H 4.90489 7.10961 -12.26810
C 3.55035 -2.79425 -13.62205
C 2.51908 -1.84764 -13.05125
O 1.95845 -1.01369 -13.78045
N 2.24191 -1.99204 -11.76105
C 1.26678 -1.18168 -11.01585
H 4.27296 -2.14520 -14.11536
H 3.10267 -3.39101 -14.41462
H 3.85417 -3.38150 -12.76139
H 2.70497 -2.69593 -11.21203
H 0.95625 -0.34579 -11.64216
H 1.72766 -0.77663 -10.11691
H 0.37413 -1.73271 -10.72490
C -3.73258 3.68367 -8.63308
C -2.97360 3.55428 -9.94682
O -3.60683 3.36863 -10.98432
N -1.63821 3.58076 -9.98520
C -0.73666 3.75677 -8.86183
H -4.58057 4.34932 -8.76951
H -3.11775 4.14162 -7.85711
H -4.05543 2.69386 -8.31699
H -1.15730 3.60569 -10.86651
H 0.28259 3.39476 -8.99029
H -1.00255 3.39160 -7.86804
H -0.68627 4.83372 -8.66111
C -0.65327 6.74661 -18.54339
O 0.67922 6.33205 -18.16416
P 1.04001 6.40236 -16.59782
O 0.12430 5.88856 -15.56816
O 2.38220 5.53017 -16.59549
C 3.07064 5.32996 -15.35458
O 1.57170 7.86836 -16.33562
C 0.65802 8.96442 -16.14691
H -0.53280 7.59452 -19.22850
H -1.13267 7.26816 -17.71783
H -1.21789 6.03629 -19.13821
H 3.55452 6.24972 -15.02607
H 3.77466 4.50439 -15.27954
H 2.25101 5.09897 -14.66828
H 1.21153 9.84718 -16.45349
H 0.37372 9.06269 -15.09904
H -0.28956 8.89377 -16.67832
C 0.58374 6.66809 -11.88525
O 1.34078 7.46368 -10.97909
P 1.40546 7.19856 -9.38862
O 0.07746 7.22111 -8.77194
O 2.18038 5.80554 -9.27821
C 2.46809 5.21878 -8.04441
O 2.48117 8.23133 -8.81248
C 2.15069 9.60959 -8.77464
H 0.28777 7.26118 -12.74677
H -0.24037 6.11108 -11.44078
H 1.25378 5.91242 -12.30970
H 3.04792 5.79719 -7.31414
H 2.96785 4.27325 -8.23822
H 1.59555 5.08714 -7.39102
H 2.98098 10.19776 -8.37255
H 1.53044 9.78716 -7.88760
H 1.77347 10.01919 -9.70588
C 4.20972 3.30522 -18.09783
O 3.32018 2.72038 -17.20597
P 3.21645 1.15473 -17.00200
O 2.28076 0.74222 -15.93054
O 3.05221 0.56305 -18.45192
C 1.86891 0.81954 -19.18546
O 4.73224 0.69267 -16.72139
C 5.37776 1.01214 -15.48174
H 5.12152 2.75838 -18.34153
H 4.60952 4.23410 -17.68153
H 3.68937 3.66786 -18.98528
H 1.16368 -0.02376 -19.09350
H 2.00675 0.68713 -20.25717
H 1.20155 1.62314 -18.87502
H 6.12315 1.80492 -15.57437
H 5.86120 0.11660 -15.10412
H 4.66978 1.47126 -14.78712
*
```



Number 1: total energy -4556.83306 Eh. Number 2: total energy -8274.73794 Eh. Number 3: total energy -4557.25885 Eh.